Computed, not measured: a cluster of 3 separate species, C32H60BF9IN4O4S in total, with the ωB97M-V functional and the def2-TZVPD basis.

Its total charge is +1. The calculated total energy is -92352.841 eV.

Geometry (Å):
C (-6.1609, 5.3335, -3.4073)
C (-4.6816, 4.6160, -3.6615)
B (-3.6068, 5.4392, -2.7242)
O (-3.4302, 6.8939, -3.0135)
N (-2.8306, 4.7635, -1.5711)
C (-3.7193, 4.0904, -0.5142)
C (-3.1171, 3.3556, 0.8217)
C (-4.2370, 2.6884, 1.8587)
C (-4.2354, 1.0630, 1.5041)
O (-3.0956, 0.3332, 2.0815)
C (-5.6562, 0.3125, 1.8311)
N (-5.3370, -1.1966, 1.8698)
C (-1.4937, 3.3259, 1.0449)
C (-0.8260, 2.6401, 2.4040)
O (-1.5167, 2.4692, 3.5659)
O (0.6072, 2.2010, 2.4796)
C (-0.5811, 4.0505, -0.1548)
C (1.0511, 4.1345, -0.0786)
C (1.8583, 2.7748, -0.4814)
C (1.0926, 1.7601, -1.5096)
C (0.4705, 0.4816, -0.6967)
C (1.4967, -0.8217, -0.5889)
F (1.4556, -1.4759, 0.7682)
F (2.8815, -0.2154, -0.6506)
C (1.4146, -1.8558, -1.8437)
F (1.1210, -1.0361, -3.0723)
F (2.7805, -2.4437, -2.0942)
S (0.1407, -3.2039, -1.7559)
F (-0.9120, -2.3560, -0.7118)
F (-0.6377, -2.5022, -3.1271)
F (1.1030, -4.1400, -2.8774)
F (0.9199, -4.0645, -0.4987)
F (-1.0266, -4.4629, -1.8174)
C (-1.2895, 4.7727, -1.4873)
C (-0.3658, 5.4836, -2.6867)
C (-0.2453, 7.1141, -2.5304)
C (-0.3176, 7.6678, -0.9883)
I (1.8057, 7.6286, -3.2457)
H (-6.6305, 5.6343, -4.4404)
H (-6.8434, 4.5516, -2.8644)
H (-6.0484, 6.3364, -2.7756)
H (-4.3988, 4.7157, -4.7928)
H (-4.7222, 3.5195, -3.2533)
H (-3.9492, 7.0912, -3.8578)
H (-4.9050, 4.1369, -0.6466)
H (-5.3078, 3.0791, 1.5418)
H (-4.0213, 2.9192, 2.9868)
H (-4.0944, 1.0126, 0.3198)
H (-2.6351, -0.1140, 1.2862)
H (-6.1643, 0.6942, 2.8201)
H (-6.3519, 0.4409, 0.8702)
H (-4.7150, -1.4395, 1.0424)
H (-6.2244, -1.7589, 1.7665)
H (0.5771, 1.4612, 3.1555)
H (1.5200, 5.0558, -0.6757)
H (1.3189, 4.3607, 1.0629)
H (2.8604, 3.1248, -1.0280)
H (2.2256, 2.1211, 0.4352)
H (1.8991, 1.4438, -2.3313)
H (0.2096, 2.2483, -2.1260)
H (-0.4917, 0.1015, -1.2903)
H (0.1071, 0.7084, 0.3926)
H (-0.7973, 5.2472, -3.7745)
H (0.7424, 5.0403, -2.7112)
H (-0.9647, 7.7284, -3.2337)
H (-1.3961, 8.0774, -0.7381)
H (0.0584, 6.9169, -0.1718)
H (0.4013, 8.6193, -0.9427)
C (-4.0535, -2.3710, 5.4206)
C (-3.6100, -3.7339, 5.9464)
N (-3.6191, -4.7908, 4.9313)
C (-3.4853, -6.1378, 5.4951)
C (-2.1796, -6.4768, 6.2067)
C (-2.8338, -4.5398, 3.7229)
C (-1.3442, -4.2553, 3.8917)
H (-5.0357, -2.4326, 4.9395)
H (-4.1317, -1.6605, 6.2502)
H (-3.3387, -1.9571, 4.7041)
H (-4.3089, -4.0057, 6.7471)
H (-2.6241, -3.6296, 6.4147)
H (-3.6607, -6.8811, 4.7070)
H (-4.3070, -6.2899, 6.2070)
H (-1.3624, -6.6310, 5.5008)
H (-2.2984, -7.4126, 6.7639)
H (-1.8839, -5.7076, 6.9256)
H (-3.2811, -3.6889, 3.1935)
H (-2.9544, -5.3787, 3.0255)
H (-1.1406, -3.5427, 4.6948)
H (-0.9468, -3.8237, 2.9669)
H (-0.7772, -5.1690, 4.0833)
C (5.6595, -2.2846, -1.6962)
C (6.9334, -2.0356, -2.5001)
N (8.0704, -2.8568, -2.0756)
C (9.3496, -2.4111, -2.6368)
C (9.5225, -2.4958, -4.1497)
C (7.8621, -4.3048, -2.0714)
C (7.4476, -4.9653, -3.3830)
H (5.8393, -2.1654, -0.6223)
H (4.8893, -1.5630, -1.9883)
H (5.2531, -3.2841, -1.8739)
H (7.1903, -0.9777, -2.3642)
H (6.7120, -2.1687, -3.5656)
H (10.1689, -2.9613, -2.1568)
H (9.5049, -1.3663, -2.3373)
H (9.6714, -3.5237, -4.4830)
H (10.4139, -1.9331, -4.4486)
H (8.6740, -2.0689, -4.6916)
H (7.0974, -4.5395, -1.3201)
H (8.7644, -4.8047, -1.6962)
H (6.6553, -4.4165, -3.8981)
H (7.0663, -5.9720, -3.1816)
H (8.2940, -5.0782, -4.0641)

Atomic forces in eV per Å
C 0.0461 0.1992 -0.2378
C -0.1665 0.2426 1.1498
B -0.4917 2.5956 -2.0932
O -0.7927 -3.8568 -0.2732
N 1.7575 -1.5164 3.2278
C 3.4328 -0.5457 1.5204
C 1.2665 1.7170 -1.7712
C 0.4135 -0.5559 -1.1948
C -0.2518 0.0237 -1.2486
O -0.1508 0.4318 -2.5868
C 0.2581 -0.6754 -1.2702
N -0.5730 0.6358 -0.7996
C -1.0379 1.7255 -3.3474
C -1.8366 -1.3032 6.6066
O 4.0042 1.4395 -8.3002
O -4.2704 0.4586 -0.8522
C -2.4152 0.1822 -0.4927
C 0.2057 0.3345 1.4267
C 1.0423 -0.4900 -0.8514
C 0.5021 -0.1241 -0.3282
C -0.9628 -1.3853 -0.6303
C 2.0410 2.1705 1.8999
F -0.1049 1.6631 -4.4765
F -3.6765 -2.0704 0.1072
C 4.2485 2.1178 -2.2872
F 1.3526 -2.2910 4.1665
F -5.0671 1.8533 1.0881
S -2.1182 -4.8500 -2.3718
F 2.4040 -1.4354 -1.7895
F 0.7981 -1.6605 3.0436
F -2.1850 2.0317 2.3406
F -1.7467 2.5423 -2.3193
F 2.3907 2.7870 0.3150
C -1.3815 -1.6403 2.8360
C -0.2536 -0.1982 -0.4745
C -0.2905 0.2499 0.7919
C 0.2507 1.3270 -0.2089
I -0.9466 -0.3346 0.1001
H 0.7903 -0.7135 2.1420
H 1.1531 1.7957 -1.0513
H -0.4151 -2.2758 -1.2430
H -0.4287 -0.5407 2.1741
H 0.0606 1.8673 -1.3933
H 0.9477 -0.3406 1.6952
H 3.0209 0.0093 0.0894
H 2.2803 -0.6307 0.6632
H -0.1951 -0.4661 -2.3628
H -0.4948 0.1478 2.3617
H -1.1340 0.9738 2.1364
H 1.0513 -0.9224 -1.9731
H 1.2169 0.5378 2.2634
H -1.2394 0.4350 1.3744
H 1.3231 0.9913 0.0662
H -0.1135 1.2820 -0.6382
H -1.5402 -2.0533 1.1517
H -0.7172 -0.4573 -2.4413
H -2.2356 -0.6567 1.2606
H -1.0380 1.6991 -1.7652
H -1.9772 0.3233 1.9551
H 1.7604 -0.8203 1.4567
H 2.1119 0.7038 1.2938
H 1.0204 -0.2574 -2.0554
H 0.6288 0.3499 2.5395
H -2.7482 0.7049 0.4974
H 1.4348 -1.5874 1.5858
H 2.0732 -1.1491 -0.4658
H -0.8055 1.3117 -1.7399
H -1.6907 -2.1430 0.0360
C 0.0373 -0.0073 -0.0837
C -0.1020 0.0270 -0.2429
N -0.1340 -0.3140 -0.0171
C -0.2798 0.0883 0.0475
C 0.2058 -0.2367 0.1278
C -0.2760 0.3123 -0.0539
C 0.3371 -0.0776 -0.1162
H 0.1956 -0.0380 -0.0115
H 0.0526 -0.1193 -0.0587
H -0.1269 -0.0062 -0.0085
H 0.1441 -0.2699 -0.1592
H 0.0871 0.0719 0.1183
H 0.0466 0.2512 -0.0551
H 0.0453 0.2085 -0.0772
H 0.0063 0.0711 0.0826
H 0.0069 0.1091 -0.0582
H -0.0320 -0.0514 -0.0948
H -0.0479 -0.0025 0.1945
H -0.0935 -0.0496 0.3169
H -0.0525 -0.0571 -0.0171
H -0.0217 -0.0227 0.0440
H -0.0072 0.1612 0.0819
C 0.0659 -0.0295 -0.0170
C 0.0678 -0.2315 0.2423
N 0.3272 0.1529 0.0689
C -0.0850 0.1727 0.2253
C 0.2162 -0.0013 -0.2695
C -0.2971 0.0278 0.2771
C 0.0564 -0.2920 -0.2119
H 0.0388 -0.0691 -0.1426
H 0.2442 -0.0985 0.0154
H 0.0374 0.0676 0.0534
H 0.2687 -0.1852 -0.0566
H -0.1056 0.0475 -0.1325
H -0.2575 -0.0759 0.0152
H -0.1981 -0.0825 0.0299
H -0.0848 0.0742 -0.0380
H -0.0974 -0.0531 0.0369
H 0.0547 -0.0649 0.0665
H 0.0349 0.1730 -0.0812
H 0.0042 0.3291 -0.0813
H 0.0569 0.0063 0.0407
H 0.0285 0.0980 -0.0125
H -0.1622 0.0725 -0.0157

These are the Mulliken partial charges, in e, on atoms 1 to 2:
1. C -0.83
2. C -0.50

=====

Computed, not measured: a cluster of 5 separate species, C32H60BrN5O6PS in total, with the ωB97M-V functional and the def2-TZVPD basis.

Its total charge is -1. The calculated total energy is -144060.725 eV.

Geometry (Å):
C (5.6407, -0.3314, 0.4259)
C (4.8485, -0.7174, 1.6718)
S (3.0400, -0.8383, 1.4939)
C (2.9404, -1.4362, -0.2225)
C (1.5013, -1.8860, -0.5917)
C (1.5454, -3.3969, -0.9669)
Br (2.7343, -3.5797, -2.5683)
C (2.1152, -4.3881, 0.0481)
C (1.4592, -4.3841, 1.4250)
O (0.6760, -1.6651, 0.5137)
P (-1.0560, -1.5766, 0.1561)
N (-1.5293, -2.3252, 1.6978)
C (-1.1777, 0.1621, 0.9457)
O (-2.4990, 0.3747, 1.4668)
C (-3.3988, 0.8444, 0.6020)
C (-4.8034, 0.4627, 0.9639)
O (-3.1207, 1.5577, -0.3389)
O (-0.4979, -0.8426, -1.3670)
C (0.8268, -1.0850, -1.7595)
C (1.4744, 0.2467, -2.1655)
C (1.6482, 1.2899, -1.0447)
C (0.8756, 2.5966, -1.2435)
O (0.3651, 3.0695, 0.0248)
C (1.2656, 3.7049, 0.8068)
C (1.3962, 3.0838, 2.1543)
O (1.8558, 4.6842, 0.4261)
H (5.7508, -1.1845, -0.2486)
H (5.1474, 0.4610, -0.1441)
H (6.6451, 0.0025, 0.6971)
H (5.0255, 0.0243, 2.4543)
H (5.2054, -1.6848, 2.0398)
H (3.6434, -2.2648, -0.3048)
H (3.2998, -0.6484, -0.8782)
H (0.5768, -3.7242, -1.3343)
H (1.9711, -5.3831, -0.3933)
H (3.1968, -4.2568, 0.1238)
H (0.3867, -4.5589, 1.3524)
H (1.6410, -3.4472, 1.9500)
H (1.9229, -5.1718, 2.0282)
H (-2.3900, -1.4241, -0.2949)
H (-1.0185, -2.8947, -0.4519)
H (-1.2341, -3.2892, 1.7564)
H (-1.1342, -1.8482, 2.5006)
H (-0.9322, 0.9178, 0.2088)
H (-0.4747, 0.2883, 1.7756)
H (-5.3091, 0.0540, 0.0901)
H (-4.8046, -0.2352, 1.7979)
H (-5.3108, 1.3734, 1.2854)
H (0.7682, -1.6707, -2.6863)
H (0.8807, 0.6424, -2.9972)
H (2.4631, 0.0347, -2.5913)
H (2.7134, 1.5285, -0.9442)
H (1.3469, 0.8733, -0.0807)
H (0.0090, 2.4644, -1.8922)
H (1.5135, 3.3889, -1.6468)
H (1.8483, 3.7986, 2.8431)
H (0.4243, 2.7545, 2.5242)
H (2.0425, 2.2042, 2.0653)
C (-1.2246, 5.9968, -0.6869)
C (-2.1559, 4.8500, -0.3171)
C (-3.6112, 5.0827, -0.7342)
C (-4.1931, 6.2645, -0.0981)
N (-4.6481, 7.1889, 0.4180)
H (-1.5083, 6.9223, -0.1797)
H (-0.2014, 5.7614, -0.3987)
H (-1.2288, 6.1860, -1.7640)
H (-2.1201, 4.6746, 0.7590)
H (-1.8182, 3.9288, -0.7831)
H (-4.2199, 4.2194, -0.4629)
H (-3.6817, 5.2149, -1.8164)
C (7.3817, -5.2890, -0.8078)
C (6.8913, -6.7211, -0.6325)
C (5.3837, -6.7966, -0.3664)
C (5.0103, -6.0810, 0.8504)
N (4.7131, -5.4548, 1.7684)
H (7.2184, -4.7038, 0.0980)
H (8.4493, -5.2710, -1.0278)
H (6.8593, -4.7931, -1.6278)
H (7.4265, -7.1988, 0.1905)
H (7.1077, -7.2996, -1.5324)
H (5.0552, -7.8320, -0.2661)
H (4.8273, -6.3499, -1.1944)
C (-1.7698, 0.1908, -4.1435)
C (-2.0413, -1.1707, -4.7722)
C (-3.5138, -1.5938, -4.6629)
C (-3.9148, -1.6558, -3.2611)
N (-4.0568, -1.7181, -2.1221)
H (-1.9847, 0.1769, -3.0733)
H (-0.7210, 0.4646, -4.2647)
H (-2.3788, 0.9692, -4.6110)
H (-1.4201, -1.9221, -4.2813)
H (-1.7648, -1.1638, -5.8296)
H (-3.6706, -2.5736, -5.1163)
H (-4.1608, -0.8799, -5.1777)
C (-4.3488, 3.6732, 4.3827)
C (-5.4041, 4.7302, 4.0795)
C (-6.8361, 4.1876, 4.1856)
C (-7.0602, 3.0938, 3.2439)
N (-7.2358, 2.2504, 2.4817)
H (-4.3925, 2.8494, 3.6689)
H (-3.3489, 4.1022, 4.3258)
H (-4.4816, 3.2598, 5.3848)
H (-5.2478, 5.1291, 3.0759)
H (-5.3050, 5.5669, 4.7737)
H (-7.5642, 4.9715, 3.9739)
H (-7.0304, 3.8138, 5.1930)

Atomic forces in eV per Å
C -0.1057 -0.0432 -0.1928
C 0.1794 -0.2361 -0.0716
S -0.1165 0.2356 -0.0187
C 0.1558 -0.0246 0.1734
C 0.1343 0.2141 0.0952
C 0.2128 -0.0164 0.1267
Br -0.0374 -0.1164 -0.1538
C -0.2515 -0.1125 -0.2154
C 0.4294 0.0311 0.2142
O 0.3846 -0.4468 0.0864
P -0.6899 0.1591 -0.0689
N 0.0757 0.1279 0.0013
C 0.9816 0.0519 0.1619
O -0.1464 -0.3182 -0.1034
C 0.1064 0.1383 -0.1444
C 0.1209 0.3165 0.3825
O -0.0851 -0.0131 -0.1389
O 0.0854 -0.1023 -0.0695
C -0.8867 0.5030 -0.1755
C 0.5109 -0.0846 -0.0364
C -0.0463 0.0233 -0.0032
C 0.0259 0.2035 -0.0790
O 0.1895 -0.5483 0.0427
C -0.2448 0.3674 -0.2915
C 0.0211 0.2008 0.4338
O 0.3420 -0.1153 0.0833
H -0.0209 0.0725 0.0361
H 0.0948 0.0623 0.1512
H -0.0402 0.0108 0.0063
H -0.1423 -0.0922 0.0216
H 0.0720 0.1183 0.0319
H -0.0633 -0.0054 -0.0659
H -0.0146 -0.0934 -0.0186
H 0.0306 0.1273 0.0316
H 0.0972 0.0560 -0.0117
H -0.1607 0.1309 0.1591
H 0.0182 0.0208 0.0265
H -0.1932 0.0206 -0.1124
H -0.1566 -0.0448 -0.1009
H -0.0120 0.1470 -0.0495
H 0.1309 0.0183 0.0291
H 0.0537 -0.0231 -0.0671
H -0.0180 0.0018 -0.0182
H -0.2102 0.0449 -0.0485
H -0.1749 -0.0733 0.1387
H 0.0710 0.0043 0.0616
H -0.0537 -0.1243 -0.1454
H -0.1713 -0.0978 -0.1533
H 0.3811 -0.2534 0.1145
H 0.0066 0.0417 0.2365
H -0.1157 -0.0560 -0.1247
H -0.0706 0.0277 0.0895
H -0.1079 -0.0809 -0.1250
H -0.0433 -0.0551 0.1567
H -0.1173 -0.0885 -0.1576
H -0.0110 -0.1062 -0.0382
H 0.0624 -0.0562 -0.0842
H -0.1140 -0.0282 -0.0333
C -0.0091 0.0341 0.0559
C 0.0653 0.1231 -0.0753
C 0.0711 -0.0504 0.0290
C -0.2171 0.3468 0.2036
N 0.1598 -0.3065 -0.1446
H -0.0383 0.0091 -0.0425
H 0.0170 0.0006 -0.0250
H -0.0520 -0.0127 0.0073
H -0.0043 -0.0435 0.0433
H -0.0938 -0.1091 0.0133
H 0.0054 -0.0731 -0.0608
H -0.0178 -0.0209 0.0091
C 0.0316 -0.0221 0.0002
C 0.0465 0.0907 -0.0105
C 0.0566 -0.1063 -0.0454
C -0.1615 0.3583 0.2266
N 0.2480 -0.3072 -0.0824
H -0.0319 0.0054 -0.0016
H 0.0021 0.0042 -0.0080
H -0.0176 0.0057 0.0046
H -0.0111 -0.0225 0.0057
H -0.0429 -0.0269 0.0024
H -0.0068 -0.0038 -0.0343
H -0.0370 0.0180 0.0133
C -0.1401 0.0194 0.0088
C 0.0958 0.1123 0.0106
C 0.0684 0.1273 -0.0846
C 0.3096 -0.1569 0.4178
N -0.4913 0.0005 -0.2669
H 0.0825 -0.0139 -0.0297
H -0.0696 -0.0210 -0.0286
H -0.0155 0.0042 -0.0554
H -0.0218 -0.0266 0.0308
H -0.0431 -0.0312 -0.0225
H -0.0385 0.0004 0.0041
H 0.0234 0.0008 -0.0376
C -0.0205 0.0266 -0.0126
C 0.0936 -0.0468 -0.0038
C 0.1987 0.0737 0.0233
C -0.2051 -0.2483 -0.2897
N -0.0439 0.2448 0.2662
H -0.0158 -0.0171 0.0042
H 0.0096 0.0022 0.0041
H 0.0041 -0.0132 0.0024
H -0.0330 0.0454 -0.0022
H -0.0443 0.0115 -0.0108
H -0.0130 -0.0084 0.0069
H -0.0049 0.0019 0.0066

These are the Mulliken partial charges, in e, on atoms 1 to 2:
1. C -1.05
2. C -0.42

=====

Quick rundown of max |F|, same order as above: 0.1814, 0.0201 hartree/bohr